(1)
C15H29ClO6S | wB97M-V/def2-TZVPD

Structure (XYZ):
```
52
Properties=species:S:1:pos:R:3:forces:R:3
C 2.17139 4.52411 -0.33914 -0.38 -1.49 0.55
C 1.65365 4.25114 -1.87085 4.20 1.41 -5.49
O 2.54193 4.50850 -2.86916 -5.91 -1.56 6.46
O 0.31268 3.80445 -2.28025 3.43 -0.38 2.24
C -0.10214 2.57063 -1.59501 -1.57 -1.43 0.91
C -0.15252 1.23114 -2.53877 -0.97 0.15 -0.56
C -0.73497 -0.02771 -1.63426 0.64 -0.63 -0.04
C 0.37533 -0.69685 -0.62403 0.14 -0.70 0.15
C 1.65372 -1.39122 -1.44958 -2.29 -0.82 -0.59
O 2.88421 -1.39944 -0.64342 0.39 2.39 -2.25
S 3.79002 0.05649 -0.87578 -2.57 2.93 -0.18
O 2.85788 1.21231 -1.37545 2.93 -4.29 1.48
O 4.96344 -0.15629 -2.11133 -0.76 1.20 0.04
C 5.43780 1.13188 -2.64138 1.36 0.15 -1.25
C 4.77903 1.31085 -4.14302 -7.32 -0.55 -1.60
O 3.48581 1.12638 -4.44467 9.15 1.06 2.35
Cl 5.89980 1.80993 -5.56346 -1.15 -0.62 2.13
H 2.44382 5.63576 -0.09481 -0.76 -2.11 -0.97
H 1.39144 4.11659 0.46360 1.61 1.05 -1.81
H 3.15635 3.87194 -0.19772 -2.18 1.44 -0.51
H -1.22157 2.75952 -1.22615 2.39 -0.36 -0.81
H 0.51636 2.29872 -0.63937 -0.85 0.84 -1.89
H -0.95218 1.41403 -3.40509 1.71 -0.27 1.89
H 0.85679 0.98334 -3.09709 -1.92 0.61 1.50
H -1.64686 0.30350 -0.96888 1.70 -0.56 -1.45
H -1.08933 -0.90276 -2.35849 0.61 1.99 1.46
H 0.72753 0.07462 0.18999 -0.42 -1.45 -1.77
H -0.10731 -1.60526 -0.01868 0.83 2.09 -1.29
H 1.80560 -0.91651 -2.50832 -0.10 -0.71 2.15
H 1.35506 -2.53372 -1.62101 0.90 2.49 0.41
H 6.61704 1.05889 -2.80196 -2.66 -0.13 0.37
H 5.26740 2.05070 -1.93316 -0.19 -1.74 -1.61
C -2.55486 -2.77225 5.17160 0.00 0.13 0.17
C -3.70019 -2.77484 4.17088 -0.03 -0.15 -0.06
C -3.29196 -3.27382 2.78246 -0.13 0.02 -0.09
C -2.23228 -2.42973 2.06502 0.12 0.01 0.08
C -2.59404 -0.95629 1.85914 0.10 -0.11 -0.07
C -3.82172 -0.75350 0.98471 -0.11 0.17 0.03
H -1.75592 -2.08884 4.86952 -0.03 -0.09 0.04
H -2.91434 -2.44838 6.15356 0.12 -0.05 -0.08
H -2.12985 -3.77490 5.28086 0.01 0.10 -0.02
H -4.13370 -1.77117 4.10638 0.01 -0.06 -0.04
H -4.49375 -3.42793 4.55388 0.04 0.10 -0.09
H -4.18948 -3.34016 2.15655 0.09 0.00 0.02
H -2.91245 -4.29938 2.87209 -0.04 0.09 0.01
H -2.03403 -2.88679 1.08584 -0.03 0.06 0.08
H -1.28737 -2.48445 2.61798 -0.06 -0.02 -0.03
H -1.74286 -0.45426 1.38380 -0.03 -0.03 0.12
H -2.74368 -0.46007 2.82344 0.03 -0.05 -0.02
H -3.67928 -1.20785 -0.00068 -0.05 0.00 0.06
H -4.00762 0.31553 0.84059 -0.06 -0.12 -0.05
H -4.71778 -1.18656 1.43906 0.07 0.03 -0.09
```
Forces are in eV/Å.

Computed properties:
HOMO energy: -9.95 eV
Strongest force on any atom: 9.51 eV/Å
Total charge: 0
Kohn-Sham gap: 9.67 eV
LUMO energy: -0.28 eV



(2)
C2H4O4S2 | wB97M-V/def2-TZVPD

Structure (XYZ):
```
12
Properties=species:S:1:pos:R:3:forces:R:3
C 0.28209 1.36295 0.53210 0.24 -1.64 2.16
C -0.69015 -1.05659 0.03498 -0.57 1.60 1.15
O 1.23086 0.67895 2.92469 0.03 -0.40 -0.19
O -2.57155 0.67645 0.33846 -0.40 0.88 -0.90
O -2.88380 -1.41480 1.51329 0.51 -0.51 0.02
O -1.22566 0.13797 2.25719 0.70 -0.15 1.40
S 0.05843 1.30051 2.35228 -0.59 0.21 -1.48
S -1.99166 -0.42532 1.01155 -0.58 -0.16 -0.36
H 1.25978 0.90279 0.30855 -0.62 0.98 -0.63
H -0.49630 1.97641 0.10589 0.50 0.01 -0.87
H -0.83096 -1.27016 -0.99033 -0.23 -0.03 -0.79
H 0.12547 -1.39847 0.59510 1.02 -0.77 0.50
```
Forces are in eV/Å.

Computed properties:
HOMO energy (alpha / beta): -10.15 / -10.32 eV
Strongest force on any atom: 2.72 eV/Å
Total charge: 0
Kohn-Sham gap (alpha / beta): 8.44 / 8.53 eV
LUMO energy (alpha / beta): -1.71 / -1.79 eV